(1)
A 10-piece molecular cluster, H20O10 overall. Source: OMol25; level of theory: ωB97M-V/def2-TZVPD.

Geometry (Å):
O: -4.015 -8.871 -10.594
H: -4.555 -9.180 -9.872
H: -3.476 -8.087 -10.326
O: -3.532 -13.272 -9.382
H: -4.081 -12.771 -8.772
H: -3.124 -13.978 -8.806
O: -1.455 -11.533 -13.793
H: -1.932 -11.656 -14.569
H: -2.082 -11.511 -13.090
O: -0.921 -13.491 -9.808
H: -1.873 -13.422 -9.725
H: -0.680 -14.223 -9.248
O: -2.332 -8.608 -13.055
H: -2.474 -8.916 -12.180
H: -1.385 -8.722 -13.190
O: -7.326 -11.114 -10.720
H: -8.020 -10.465 -10.823
H: -6.788 -11.064 -11.517
O: -3.420 -11.737 -11.890
H: -3.718 -12.482 -11.353
H: -4.178 -11.293 -12.266
O: -5.457 -10.121 -12.646
H: -5.040 -9.769 -13.444
H: -5.043 -9.611 -11.951
O: -1.982 -10.788 -9.779
H: -1.167 -10.381 -10.105
H: -2.483 -11.012 -10.554
O: -3.733 -9.892 -14.907
H: -3.073 -9.540 -14.271
H: -4.003 -9.215 -15.543

The frontier orbital gap comes out at 10.49 eV. The HOMO energy comes out at -10.38 eV. As for the charge: 0.

=====

(2)
A 10-piece molecular cluster, H20O10 overall. Source: OMol25; level of theory: ωB97M-V/def2-TZVPD.

Geometry (Å):
O: -0.513 -0.911 -0.664
H: -0.729 -1.169 0.240
H: 0.431 -1.090 -0.740
O: 3.829 -0.108 -2.785
H: 3.410 0.665 -3.182
H: 3.090 -0.643 -2.476
O: 1.993 -3.186 2.974
H: 2.445 -2.489 3.463
H: 1.879 -3.891 3.621
O: -2.642 -0.356 -2.268
H: -3.136 -1.114 -2.601
H: -3.212 0.397 -2.456
O: 0.742 -0.398 1.158
H: 1.254 0.106 1.801
H: 0.023 0.196 0.914
O: -0.611 -1.004 4.008
H: -1.239 -1.717 4.171
H: -1.167 -0.248 3.790
O: -0.179 0.788 -2.920
H: -0.772 0.049 -2.742
H: -0.073 0.777 -3.878
O: -0.794 1.491 2.719
H: -0.914 2.217 2.097
H: -1.643 1.035 2.712
O: 1.112 1.215 -0.865
H: 0.922 2.137 -1.075
H: 2.034 1.224 -0.585
O: -2.691 2.251 -1.426
H: -1.930 2.574 -1.922
H: -2.640 2.721 -0.586

The frontier orbital gap comes out at 9.83 eV. The HOMO energy comes out at -9.84 eV. As for the charge: 0.

=====

On energetic grounds, (1) is preferred over the next structure by 2.078 eV.

=====

(1)
An isolated molecule of C2H6BNO. Source: OMol25; level of theory: ωB97M-V/def2-TZVPD.

Geometry (Å):
B: 0.106 -1.036 0.740
C: -0.950 -0.274 -0.231
C: -0.033 0.998 -0.619
O: 0.885 1.179 0.443
N: 1.103 -0.109 0.949
H: 0.196 -2.123 1.117
H: -1.334 -0.828 -1.121
H: -1.953 0.090 0.055
H: 0.549 0.595 -1.534
H: -0.643 1.937 -0.656
H: 2.075 -0.429 0.856

The frontier orbital gap comes out at 10.12 eV. The HOMO energy comes out at -9.37 eV. As for the charge: 0.

=====

(2)
An isolated molecule of C2H6BNO. Source: OMol25; level of theory: ωB97M-V/def2-TZVPD.

Geometry (Å):
B: -1.129 0.016 0.361
C: -0.392 0.516 1.576
C: 1.642 -0.175 -1.048
N: -0.663 -0.623 -0.846
O: 0.464 -0.597 -1.531
H: -2.396 0.004 0.526
H: -0.668 1.126 2.381
H: 0.639 0.320 1.761
H: 2.282 0.283 -1.860
H: 1.585 0.469 -0.054
H: -1.364 -1.338 -1.266

The frontier orbital gap (spin up / spin down) comes out at 6.80 / 9.09 eV. The HOMO energy (spin up / spin down) comes out at -7.73 / -8.80 eV. As for the charge: 0.

=====

On energetic grounds, (1) is preferred over the next structure by 3.719 eV.